Below is C21H24F6InN3O10S3Si as an isolated structure, with properties calculated with the ωB97M-V functional and the def2-TZVPD basis.

```
69
Properties=species:S:1:pos:R:3:forces:R:3
In -1.08293 1.22878 1.25677 0.532 0.123 -0.681
N -1.44909 3.65758 -1.94084 0.000 0.016 0.045
C -1.37165 2.44981 -2.75817 -0.083 -0.027 -0.016
C 0.04777 2.15064 -3.17542 0.085 -0.051 0.243
O 0.37770 1.85789 -4.30203 -0.016 0.018 -0.161
O 0.88612 2.19550 -2.14610 0.105 0.052 0.012
H -0.75629 3.57927 -1.20149 -0.094 -0.047 0.017
H -2.35039 3.66792 -1.46987 0.060 -0.001 0.007
H -1.95791 2.57191 -3.66819 -0.002 -0.002 0.019
H -1.73245 1.55243 -2.23093 0.061 0.018 -0.013
C -0.93981 -5.54437 2.05370 0.006 0.028 0.010
C -0.18251 -4.29001 1.70388 0.030 -0.038 0.015
C -0.63371 -3.43840 0.70361 0.002 0.068 -0.026
C 0.03724 -2.25913 0.41149 -0.057 -0.037 0.020
C 1.17781 -1.91999 1.12222 0.051 -0.113 0.172
C 1.65656 -2.77288 2.11195 -0.006 0.027 -0.131
C 0.97739 -3.94706 2.39459 -0.033 -0.029 0.017
S 1.92917 -0.32201 0.87255 0.041 -0.142 -0.093
O 3.34600 -0.51460 1.14692 -0.003 0.023 0.072
O 1.57842 0.02802 -0.49826 0.064 0.093 0.244
N 1.20930 0.65991 1.83828 -0.232 -0.117 -0.181
C 1.35088 0.50207 3.27524 -0.051 -0.037 -0.206
C 0.24042 1.27355 4.01359 0.506 0.281 0.062
O 0.42779 1.51316 5.20270 -0.127 -0.083 0.123
O -0.77350 1.63767 3.32133 -0.153 0.024 0.597
H -1.69672 -5.76689 1.30181 -0.002 -0.007 -0.008
H -1.45024 -5.43430 3.01323 -0.002 0.006 0.001
H -0.27029 -6.40342 2.13239 0.001 -0.008 0.000
H -1.53742 -3.68495 0.15745 0.003 -0.002 0.000
H -0.32270 -1.59288 -0.36180 -0.009 0.025 0.008
H 2.56706 -2.51333 2.63523 0.000 0.014 0.024
H 1.34547 -4.60470 3.17564 0.010 -0.005 -0.006
H 2.31423 0.86496 3.63967 -0.024 0.013 0.032
H 1.25290 -0.54270 3.60143 0.016 -0.046 -0.006
F -6.96232 1.24871 1.65832 -0.074 -0.078 -0.038
C -6.21034 2.32723 1.87647 0.167 0.091 -0.108
F -6.82434 3.36882 1.28923 -0.020 0.043 0.027
F -6.17484 2.56984 3.17938 -0.008 -0.013 0.137
S -4.48618 2.14477 1.13901 0.111 -0.239 -0.128
O -3.60643 2.75840 2.09725 -0.392 -0.160 -0.103
O -4.63697 2.75679 -0.15279 0.073 -0.137 0.027
N -4.26329 0.58351 0.92558 -0.112 0.050 0.614
S -4.08889 -0.41224 2.15920 -0.106 0.428 -0.176
O -4.82062 -0.01558 3.33209 0.100 -0.198 -0.050
O -2.75981 -0.94867 2.31417 -0.235 0.266 -0.163
C -5.01177 -1.84476 1.46146 0.019 0.003 -0.062
F -4.85445 -2.90214 2.26780 -0.024 -0.083 0.085
F -4.56276 -2.18370 0.25155 0.033 -0.034 -0.044
F -6.31857 -1.59410 1.36635 -0.082 0.017 -0.020
C 3.19641 3.33806 -3.34462 -0.082 0.064 -0.088
Si 2.58648 2.06671 -2.10250 -0.171 0.221 -0.417
C 3.11460 2.65057 -0.42728 0.105 -0.290 0.200
C 3.28095 0.44332 -2.72392 -0.055 -0.130 0.145
C 4.34732 -0.16420 -2.05905 -0.003 0.032 0.035
C 4.87584 -1.36949 -2.49632 0.004 -0.009 -0.023
C 4.33924 -1.99884 -3.61101 -0.023 0.008 0.013
C 3.28143 -1.40707 -4.28710 0.026 0.008 0.009
C 2.75912 -0.19627 -3.84971 0.098 0.006 -0.112
H 4.28741 3.40092 -3.29303 0.003 -0.005 -0.002
H 2.78657 4.33070 -3.13898 0.009 0.002 0.023
H 2.91535 3.05707 -4.36097 0.010 -0.001 -0.005
H 3.72417 3.55050 -0.51872 -0.013 0.063 0.026
H 3.68225 1.88712 0.11220 -0.025 0.077 -0.027
H 2.23774 2.85565 0.18943 0.006 0.027 -0.029
H 4.74468 0.28276 -1.15503 -0.026 -0.032 0.008
H 5.68730 -1.83184 -1.94734 0.003 -0.002 0.008
H 4.73037 -2.95529 -3.93813 0.018 0.005 -0.019
H 2.85313 -1.89313 -5.15599 -0.011 -0.013 -0.001
H 1.93659 0.25642 -4.38957 0.001 -0.026 0.045
```
Forces are in eV/Å.

Values from the calculation:
HOMO energy (eV): -2.25
ΔE to the lowest compared entry with this formula, charge and spin (kcal/mol): 15.8
Gap between HOMO and LUMO (eV): 6.573
2S+1: 1
Charge: -2

Atomic partial charges in e from the natural (NBO) method, atoms 1 to 6:
1. In 0.78
2. N -0.84
3. C -0.32
4. C 0.83
5. O -0.64
6. O -0.84